(1)
A 2-piece molecular cluster, C4H14N4O overall in a non-equilibrium geometry, computed with ωB97M-V/def2-TZVPD.

## Properties
HOMO = -8.52 eV
SMILES string = CC(=O)N(C)N.CNN
LUMO level = 0.03275 Eh

Last column: Löwdin charge in e.
Positions of all 23 atoms, in Å:
C 0.0768 1.7853 -1.1502  -0.019
C -0.5130 0.4040 -0.9610  -0.463
O -0.8163 -0.2984 -1.9218  0.030
N -1.2271 0.1502 0.3630  -0.280
C -2.4639 -0.6219 0.2947  -0.062
N -1.2447 1.1421 1.3872  0.057
H 0.8906 1.6974 -1.8728  0.087
H -0.6857 2.4445 -1.5737  0.090
H 0.4837 2.2167 -0.2378  0.057
H -3.2818 0.0038 -0.0757  0.083
H -2.7084 -0.9964 1.2901  0.082
H -2.3201 -1.4557 -0.3922  0.081
H -0.2723 1.3174 1.6439  0.065
H -1.6299 2.0072 1.0081  0.082
C 1.6861 -1.8705 -0.3709  -0.121
N 1.1362 -0.6569 0.2071  -0.247
N 2.0602 0.0856 1.0118  -0.018
H 1.8854 -2.6224 0.4008  0.068
H 2.6271 -1.6732 -0.9000  0.075
H 0.9667 -2.2636 -1.0929  0.072
H 0.0565 -0.6441 0.7044  0.145
H 2.8833 0.3425 0.4616  0.071
H 2.4106 -0.4935 1.7764  0.064

(2)
C46H62N8OPbSSi2 as an isolated structure, computed with ωB97M-V/def2-TZVPD.

## Properties
HOMO (spin up / spin down) = -0.05 / -1.38 eV
net charge = -2
LUMO level (spin up / spin down) = 0.15757 / 0.15614 Eh

Last column: Löwdin charge in e.
Positions of all 121 atoms, in Å:
Pb 0.9506 -0.0109 0.1986  1.323
C -3.3735 -1.5445 4.9822  -0.078
C -3.1014 -0.1027 5.4044  -0.267
N -3.0918 0.8245 4.2904  -0.139
C -4.3770 1.1095 3.6692  -0.229
C -5.0640 2.3243 4.2878  -0.088
C -1.9669 1.4870 3.8773  -0.801
S -0.4388 1.1948 4.5832  0.544
N -2.1940 2.4598 2.9930  0.082
C -1.4705 2.6877 1.9087  -0.495
O -0.8040 1.8637 1.2621  -0.159
C -1.5543 4.0911 1.3591  -0.127
C -0.4549 4.6076 0.6834  -0.030
C -0.4925 5.8929 0.1604  -0.087
C -1.6411 6.6645 0.2866  -0.118
C -2.7494 6.1446 0.9465  -0.105
C -2.7020 4.8664 1.4880  -0.034
H -3.1479 -2.2245 5.8077  0.068
H -2.7363 -1.8083 4.1385  0.060
H -4.4140 -1.7061 4.6914  0.058
H -2.1254 -0.0381 5.8769  0.036
H -3.8520 0.2252 6.1363  0.109
H -5.0065 0.2250 3.7835  0.102
H -4.2277 1.2682 2.6045  0.106
H -5.2795 2.1561 5.3470  0.061
H -6.0079 2.5367 3.7765  0.064
H -4.4099 3.1923 4.1989  0.058
H 0.4274 3.9888 0.5720  0.091
H 0.3746 6.2879 -0.3560  0.095
H -1.6729 7.6648 -0.1297  0.086
H -3.6534 6.7369 1.0379  0.088
H -3.5524 4.4528 2.0171  0.099
N 4.8702 1.3122 -1.9491  0.048
C 4.6521 0.1643 -2.7552  -0.144
C 3.6813 -0.5647 -2.1549  -0.182
N 3.2006 0.0633 -1.0318  -0.027
C 3.9209 1.2087 -0.9174  -0.332
C 3.6771 2.1480 0.0829  -0.338
N 2.7627 1.9480 1.0603  -0.025
C 2.7460 3.1047 1.8050  -0.179
C 3.6272 4.0153 1.3188  -0.134
N 4.2746 3.3921 0.2366  0.064
H 4.9792 2.2047 -2.4156  0.108
H 5.2567 -0.0402 -3.6233  0.077
H 3.2908 -1.5268 -2.4589  0.101
H 2.0930 3.1993 2.6615  0.103
H 3.9031 4.9992 1.6570  0.080
H 4.7062 3.8943 -0.5194  0.115
C -2.8700 -1.6865 -2.8688  -0.184
Si -1.6084 -3.0655 -2.6125  0.419
C -0.3860 -2.9814 -4.0603  -0.180
C -2.5947 -4.6620 -2.9225  -0.200
C -0.7651 -2.9089 -1.0134  -0.336
C 0.6061 -3.3224 -0.9525  -0.402
C 1.1131 -4.4679 -1.6421  -0.065
C 2.4103 -4.8791 -1.4756  -0.105
C 3.2698 -4.1622 -0.6326  -0.105
C 2.7552 -3.0262 -0.0470  -0.181
N 1.4969 -2.6047 -0.2066  -0.025
Si -1.6686 -2.5511 0.5313  0.392
C -0.6129 -2.6437 2.0978  -0.195
C -2.6479 -0.9398 0.6159  -0.171
C -3.0009 -3.8953 0.7691  -0.200
H -3.0860 -1.5455 -3.9329  0.020
H -2.4677 -0.7511 -2.4742  0.003
H -3.8139 -1.8989 -2.3542  0.022
H -0.8500 -2.5160 -4.9361  0.020
H -0.0249 -3.9723 -4.3528  0.016
H 0.4872 -2.3813 -3.7884  0.014
H -3.0781 -4.6545 -3.9070  0.015
H -3.3712 -4.7865 -2.1602  0.003
H -1.9428 -5.5414 -2.8706  0.011
H 0.4285 -5.0401 -2.2579  0.083
H 2.7610 -5.7754 -1.9775  0.090
H 4.2956 -4.4575 -0.4592  0.082
H 3.3932 -2.3865 0.5571  0.084
H -0.3730 -1.6458 2.4834  -0.007
H 0.3316 -3.1610 1.9130  0.014
H -1.1515 -3.1874 2.8805  0.016
H -1.9886 -0.0804 0.7887  -0.010
H -3.3644 -0.9847 1.4444  0.019
H -3.2044 -0.7559 -0.3070  0.010
H -2.5372 -4.8867 0.7284  0.022
H -3.7519 -3.8489 -0.0295  0.006
H -3.5235 -3.7936 1.7290  0.009
N 2.6616 -0.2661 3.2478  0.120
C 3.4756 -1.3622 3.1593  -0.339
C 4.7007 -1.2808 2.4757  -0.059
C 5.5462 -2.3743 2.4087  -0.124
C 5.2075 -3.5815 3.0132  -0.142
C 3.9894 -3.6702 3.6797  -0.118
C 3.1332 -2.5843 3.7561  -0.047
H 2.7769 0.4561 2.5444  0.020
H 1.7044 -0.3886 3.5445  0.023
H 4.9545 -0.3531 1.9725  0.108
H 6.4792 -2.2868 1.8630  0.093
H 5.8685 -4.4370 2.9509  0.080
H 3.6923 -4.6097 4.1331  0.091
H 2.1729 -2.6735 4.2527  0.107
C -1.3016 2.3064 -2.0220  -0.061
C -0.0109 1.7756 -2.6642  -0.578
C 1.0823 2.8465 -2.4329  -0.039
C 0.4190 0.4862 -1.9916  -0.165
C -0.1588 1.5707 -4.1721  -0.172
C 0.8991 1.0013 -4.8884  -0.045
C 0.8195 0.7945 -6.2556  -0.095
C -0.3311 1.1475 -6.9551  -0.125
C -1.3895 1.7111 -6.2612  -0.106
C -1.3008 1.9227 -4.8869  -0.036
H -1.1539 2.3860 -0.9460  0.050
H -2.1360 1.6234 -2.1907  0.076
H -1.5711 3.2970 -2.4068  0.082
H 1.2801 2.9405 -1.3608  0.064
H 0.7574 3.8191 -2.8193  0.083
H 2.0166 2.5660 -2.9275  0.073
H 0.6161 -0.3281 -2.6902  0.003
H 1.7944 0.6978 -4.3532  0.103
H 1.6539 0.3382 -6.7763  0.093
H -0.3983 0.9802 -8.0234  0.085
H -2.3006 1.9797 -6.7851  0.089
H -2.1459 2.3578 -4.3697  0.096

(3)
A 2-piece molecular cluster, C2HIN2O2 overall in a non-equilibrium geometry, computed with ωB97M-V/def2-TZVPD.

## Properties
HOMO = -9.72 eV
SMILES string = [O-][N+]#CI.C#[N+][O-]
LUMO level = -0.03789 Eh

Last column: Löwdin charge in e.
Positions of all 8 atoms, in Å:
O -2.7650 -0.1203 -0.6635  0.056
N -1.7725 0.4649 -0.8976  -0.247
C -0.7155 0.9867 -0.9040  -0.665
I 0.4801 2.5251 -1.5343  0.896
C 1.0015 -0.3616 0.8550  0.127
N 1.4082 -1.4406 1.1149  -0.200
O 1.8433 -2.5310 0.9833  0.039
H 0.5200 0.4767 1.0462  -0.006

(4)
A 2-piece molecular cluster, C3H6N2 overall in a non-equilibrium geometry, computed with ωB97M-V/def2-TZVPD.

## Properties
HOMO = -9.63 eV
SMILES string = C=CC.N#N
LUMO level = 0.04936 Eh

Last column: Löwdin charge in e.
Positions of all 11 atoms, in Å:
C 1.0036 -0.7541 0.6882  -0.029
C 0.0486 -0.4145 -0.1823  -0.296
C -1.4281 -0.4283 0.0599  -0.119
H 0.8011 -1.0754 1.7115  0.055
H 2.0534 -0.6993 0.3930  0.048
H 0.3597 -0.1410 -1.1814  0.058
H -1.6652 -0.8331 1.0531  0.073
H -1.8339 0.5960 -0.0082  0.074
H -1.9313 -1.0448 -0.6952  0.072
N 1.1550 2.6169 -0.4267  0.038
N 1.4370 2.1775 -1.4119  0.026

(5)
C3H12N4O as an isolated structure in a non-equilibrium geometry, computed with ωB97M-V/def2-TZVPD.

## Properties
HOMO = -7.93 eV
LUMO level = 0.03542 Eh

Last column: Löwdin charge in e.
Positions of all 20 atoms, in Å:
C 1.6528 -0.1638 -1.4518  -0.042
C 0.8168 -0.9952 1.4258  0.038
N 0.8270 0.3173 -0.3725  -0.356
O 1.3228 1.4964 0.2839  -0.025
H 0.6760 1.5459 1.0165  0.082
H 1.3422 0.2869 -2.3988  0.076
H 1.5540 -1.2476 -1.5062  0.085
H 2.7009 0.0813 -1.2769  0.091
H 1.8936 -0.8779 1.3033  0.048
H 0.4874 -1.9517 1.0279  0.045
H 0.6609 -0.9171 2.4981  0.034
C -1.3146 1.0910 -1.0238  -0.069
N -1.9189 -0.8291 1.3441  -0.011
N -0.8175 0.0101 1.0993  -0.154
N -0.5435 0.0408 -0.3394  -0.202
H -1.9611 -1.6016 0.6785  0.071
H -2.8026 -0.3254 1.2952  0.068
H -1.0972 1.0696 -2.0962  0.078
H -1.1043 2.0910 -0.6317  0.076
H -2.3747 0.8795 -0.8752  0.068